# 1
The following is a quantum chemistry calculation of C21H22BF6MoN16PS2 as an isolated structure, from OMol25.

The spin multiplicity is 2. The calculation puts the electronic energy at -95769.7786 eV. The frontier orbital gap (alpha / beta) is 3.0 / 2.6 eV. The energy relative to the best compared isomer or geometry (same formula, charge and spin) is 22.20 kJ/mol. The charge is +1.

Last column: Mulliken charge in e.
Element x y z (Å)
Mo: 0.49 -0.27 -1.29  -0.404
C: 0.77 -2.89 1.93  -0.984
N: -0.15 -1.88 2.43  0.551
C: -1.05 -2.08 3.46  -0.502
C: -1.51 -0.86 3.81  -0.869
N: -0.91 0.09 3.02  0.284
B: -1.23 1.64 3.30  0.352
N: -0.02 2.52 2.83  -0.009
C: 1.21 2.46 3.38  -0.461
C: 2.02 3.36 2.73  -0.356
N: 1.26 3.99 1.81  0.282
C: 1.73 5.04 0.91  -0.988
C: -0.02 3.48 1.86  0.025
S: -1.29 4.03 0.94  -0.129
C: -0.11 -0.55 2.17  -0.258
S: 0.94 0.17 0.98  0.128
H: 0.21 -3.81 1.74  0.356
H: 1.55 -3.07 2.66  0.307
H: 1.24 -2.54 1.02  0.319
H: -1.26 -3.06 3.85  0.525
H: -2.21 -0.57 4.58  0.573
H: -2.22 1.95 2.73  -0.117
H: -1.29 1.72 4.49  -0.147
H: 1.44 1.79 4.19  0.525
H: 3.06 3.60 2.87  0.541
H: 2.03 5.90 1.49  0.332
H: 0.92 5.31 0.24  0.377
H: 2.56 4.66 0.32  0.372
C: -4.60 0.45 1.20  -0.583
C: -4.46 -0.93 1.24  -0.913
C: -3.34 -1.53 0.71  -0.373
C: -2.34 -0.74 0.15  -0.339
C: -2.45 0.65 0.13  0.228
C: -3.59 1.24 0.65  -1.043
N: -1.20 -1.36 -0.47  2.266
N: -1.28 -2.60 -0.59  -1.297
C: -0.24 -3.18 -1.31  0.036
C: -0.27 -4.53 -1.56  -0.589
C: 0.72 -5.06 -2.38  -0.563
C: 1.67 -4.21 -2.91  -0.862
C: 1.64 -2.86 -2.59  -0.468
N: 0.71 -2.35 -1.79  1.304
H: -5.48 0.92 1.60  0.454
H: -5.24 -1.54 1.67  0.439
H: -3.25 -2.61 0.71  0.502
H: -1.68 1.29 -0.28  0.781
H: -3.68 2.31 0.64  0.444
H: -1.07 -5.13 -1.14  0.589
H: 0.73 -6.12 -2.61  0.443
H: 2.45 -4.57 -3.57  0.482
H: 2.37 -2.18 -3.00  0.411
N: 3.27 1.62 -2.34  -0.035
C: 3.51 0.41 -1.76  -0.020
N: 4.71 -0.11 -1.59  -0.486
N: 4.49 -1.27 -0.94  -0.701
N: 3.24 -1.47 -0.73  -0.268
N: 2.56 -0.40 -1.26  1.153
C: 2.10 2.30 -2.12  0.103
N: 1.89 3.57 -2.37  -0.574
N: 0.63 3.79 -1.96  -0.737
N: 0.09 2.72 -1.51  -0.379
N: 1.02 1.73 -1.58  1.272
H: 4.05 2.12 -2.75  0.290
F: -1.23 0.32 -2.44  -0.409
P: -0.89 -0.07 -4.13  1.561
F: -0.37 -0.49 -5.54  -0.324
F: -0.51 1.44 -4.31  -0.395
F: 0.71 -0.30 -3.46  -0.278
F: -1.13 -1.59 -3.68  -0.417
F: -2.40 0.15 -4.48  -0.327

=====

# 2
The following is a quantum chemistry calculation of a 2-piece molecular cluster, C17H24BIN2O8S overall, from OMol25.

The calculation puts the electronic energy at -56992.1077 eV. The frontier orbital gap is 9.1 eV. The SMILES is CB(O)c1cc(C[C@H](C)I)c(C[C@@H](O)CN)c2c1C(=O)NC2=O.O=S1(=O)OCCO1.

Last column: Mulliken charge in e.
Element x y z (Å)
C: -0.02 -2.45 4.80  -0.975
B: -0.11 -0.92 4.41  0.531
O: -0.25 -0.01 5.43  -0.551
C: -0.02 -0.36 2.92  0.007
C: 0.92 -0.77 2.01  -1.727
C: 1.00 -0.32 0.72  1.066
C: 2.08 -0.89 -0.17  -1.742
C: 3.17 0.10 -0.60  0.594
C: 4.16 -0.66 -1.50  -1.361
I: 4.29 0.79 1.11  0.071
C: 0.08 0.61 0.27  0.419
C: 0.09 1.14 -1.14  -0.975
C: 0.21 2.69 -1.29  0.270
O: 0.47 3.37 -0.06  -0.683
C: 1.26 3.13 -2.29  -1.041
N: 0.96 2.67 -3.65  -0.648
C: -0.86 1.01 1.17  1.475
C: -0.95 0.56 2.48  0.279
C: -2.14 1.21 3.16  0.248
O: -2.68 0.90 4.19  -0.549
N: -2.53 2.26 2.27  -0.295
C: -2.01 1.96 0.98  -0.522
O: -2.51 2.42 -0.03  -0.583
H: -1.04 -2.81 4.93  0.319
H: 0.53 -2.61 5.73  0.259
H: 0.49 -2.98 3.99  0.309
H: 0.20 0.82 5.23  0.328
H: 1.64 -1.52 2.34  0.411
H: 1.62 -1.37 -1.04  0.369
H: 2.57 -1.69 0.40  0.504
H: 2.74 0.92 -1.17  -0.164
H: 4.73 -1.32 -0.85  0.428
H: 4.85 0.01 -2.03  0.378
H: 3.62 -1.32 -2.19  0.356
H: 0.84 0.65 -1.77  0.672
H: -0.87 0.86 -1.59  0.045
H: -0.74 3.09 -1.65  0.426
H: -0.36 3.75 0.23  0.400
H: 1.21 4.22 -2.31  0.493
H: 2.29 2.90 -1.96  0.307
H: 1.43 1.79 -3.82  0.233
H: 1.42 3.31 -4.29  0.266
H: -3.54 2.16 2.13  0.312
O: -1.11 -4.43 -2.93  -0.552
S: -1.33 -3.03 -3.03  1.079
O: -0.46 -2.17 -3.73  -0.534
O: -1.53 -2.46 -1.54  -0.207
C: -2.81 -1.81 -1.43  -0.150
C: -3.69 -2.53 -2.43  -0.399
O: -2.83 -2.78 -3.55  -0.324
H: -2.68 -0.76 -1.69  0.154
H: -3.18 -1.89 -0.41  0.343
H: -4.54 -1.93 -2.73  0.322
H: -4.04 -3.49 -2.04  0.307

=====

# 3
The following is a quantum chemistry calculation of C5H8N as an isolated structure, from OMol25.

The calculation puts the electronic energy at -6793.9154 eV. The frontier orbital gap is 10.4 eV. The energy relative to the best compared isomer or geometry (same formula, charge and spin) is 402.64 kJ/mol. The charge is +1.

Last column: Mulliken charge in e.
Element x y z (Å)
C: -0.27 0.50 0.56  0.678
C: -0.91 0.55 -1.56  -0.349
C: 0.01 -0.55 -0.29  0.383
C: -0.36 0.83 1.97  -1.062
C: 1.15 -1.35 -0.71  -1.110
N: -0.32 1.23 -0.56  -0.288
H: -0.57 0.74 -2.57  0.358
H: -1.90 0.11 -1.44  0.315
H: -0.95 0.09 2.50  0.351
H: -0.80 1.82 2.10  0.353
H: 0.63 0.83 2.43  0.306
H: 2.09 -1.01 -0.27  0.357
H: 1.23 -1.41 -1.79  0.355
H: 0.97 -2.37 -0.36  0.352

=====

# 4
The following is a quantum chemistry calculation of C3H9NO3 as an isolated structure, from OMol25.

The calculation puts the electronic energy at -10888.4873 eV. The frontier orbital gap is 10.1 eV. The energy relative to the best compared isomer or geometry (same formula, charge and spin) is 202.06 kJ/mol.

Last column: Mulliken charge in e.
Element x y z (Å)
H: -0.82 1.62 -0.11  0.546
O: -1.92 1.63 0.66  -0.849
N: -0.02 0.80 -0.88  -0.507
H: -2.78 1.58 0.30  0.291
H: 0.51 1.38 -1.37  0.240
H: -0.72 0.24 -1.46  0.340
C: 0.64 -0.12 0.12  0.244
H: 0.99 0.48 0.97  0.199
C: -0.45 -1.08 0.79  0.507
O: -0.31 -2.25 0.76  -0.560
O: -1.56 -0.57 1.33  -0.619
H: -1.70 0.49 1.16  0.492
C: 1.85 -0.89 -0.41  -1.392
H: 2.59 -0.25 -0.95  0.327
H: 2.24 -1.55 0.31  0.384
H: 1.47 -1.50 -1.23  0.357

=====

# 5
The following is a quantum chemistry calculation of C52H73NO4P2PdS2Si as an isolated structure, from OMol25.

The calculation puts the electronic energy at -116400.0529 eV. The frontier orbital gap (alpha / beta) is 5.3 / 5.2 eV.

Last column: Mulliken charge in e.
Element x y z (Å)
Pd: -0.74 0.42 -0.69  -0.820
C: -2.08 -3.61 -1.12  -0.808
C: -2.04 -2.80 -2.41  1.752
C: -1.70 -3.69 -3.60  -1.508
C: -3.39 -2.12 -2.64  -1.930
O: -1.07 -1.76 -2.26  1.438
Si: 0.57 -1.93 -2.35  -1.343
S: 1.25 0.02 -1.93  -0.125
O: 1.11 -2.40 -3.81  -0.081
C: 1.39 -1.68 -5.01  1.872
C: 1.37 -2.71 -6.14  -1.877
C: 2.79 -1.05 -4.91  -1.488
C: 0.36 -0.58 -5.25  -1.316
O: 0.87 -3.13 -1.31  0.519
C: 1.82 -3.93 -0.64  0.560
C: 2.34 -4.54 1.85  -2.029
C: 1.75 -5.32 -1.29  -2.250
C: 3.78 -3.40 -2.17  -1.896
H: -3.00 -4.19 -1.05  0.609
H: -2.02 -2.92 -0.28  -0.228
H: -1.22 -4.28 -1.07  -0.084
H: -2.47 -4.45 -3.73  0.537
H: -0.74 -4.17 -3.45  0.182
H: -1.64 -3.09 -4.51  0.207
H: -4.18 -2.87 -2.67  0.470
H: -3.39 -1.58 -3.59  0.310
H: -3.60 -1.42 -1.83  0.343
H: 2.02 -3.54 -5.90  0.331
H: 1.71 -2.25 -7.07  0.426
H: 0.36 -3.10 -6.28  0.342
H: 3.55 -1.82 -4.81  0.338
H: 2.83 -0.39 -4.06  0.146
H: 3.00 -0.48 -5.81  0.539
H: -0.65 -1.00 -5.23  0.196
H: 0.53 -0.12 -6.22  0.646
H: 0.43 0.17 -4.47  0.121
H: 1.84 -4.72 2.80  0.481
H: 3.13 -3.81 2.01  0.333
H: 2.77 -5.48 1.51  0.405
H: 0.78 -5.77 -1.09  0.543
H: 2.53 -5.96 -0.89  0.336
H: 1.87 -5.22 -2.36  0.373
H: 4.68 -2.80 -2.25  0.544
H: 3.03 -2.99 -2.84  0.257
H: 4.01 -4.41 -2.48  0.407
C: 3.42 1.67 6.79  -0.776
S: 4.10 1.65 5.10  -0.078
C: 3.11 3.00 4.36  -1.321
C: 1.87 2.50 3.65  1.608
C: 2.25 1.71 2.39  -1.112
N: 1.16 1.32 1.51  1.160
P: 0.55 2.31 0.26  1.481
C: 0.15 3.83 1.19  0.890
C: -1.07 3.84 1.87  -0.220
C: -1.40 4.91 2.68  -0.921
C: -0.53 5.98 2.81  -0.636
C: 0.68 5.98 2.12  -0.743
C: 1.01 4.91 1.31  -0.526
C: 1.89 2.94 -0.80  0.369
C: 3.19 2.46 -0.91  -0.203
C: 4.04 2.98 -1.87  -0.826
C: 3.59 3.95 -2.75  -0.749
C: 2.29 4.41 -2.67  -0.817
C: 1.45 3.91 -1.70  -0.949
P: 0.23 -0.14 1.66  0.350
C: 0.25 -0.35 3.49  0.884
C: -0.59 0.49 4.22  -0.520
C: -0.67 0.39 5.59  -0.635
C: 0.09 -0.56 6.26  -0.925
C: 0.92 -1.40 5.54  -0.762
C: 1.00 -1.30 4.17  -0.627
C: 1.34 -1.52 1.15  0.896
C: 0.75 -2.71 1.27  -1.056
C: 1.31 -4.03 0.83  0.180
C: 3.25 -3.37 -0.73  0.639
C: 3.44 -2.00 -0.17  -1.234
C: 2.65 -1.24 0.59  -0.528
H: 3.93 0.88 7.34  0.356
H: 2.35 1.48 6.75  0.133
H: 3.63 2.64 7.24  0.316
H: 3.78 3.51 3.67  0.466
H: 2.85 3.67 5.17  0.573
H: 1.26 3.36 3.38  -0.589
H: 1.29 1.87 4.32  -0.559
H: 2.79 0.82 2.71  0.371
H: 2.93 2.34 1.80  0.419
H: -1.74 3.00 1.76  0.557
H: -2.34 4.91 3.21  0.480
H: -0.79 6.82 3.44  0.409
H: 1.36 6.81 2.22  0.436
H: 1.95 4.91 0.78  0.435
H: 3.53 1.66 -0.27  0.107
H: 5.05 2.61 -1.95  0.446
H: 4.26 4.34 -3.51  0.388
H: 1.93 5.15 -3.37  0.441
H: 0.42 4.26 -1.63  0.358
H: -1.17 1.23 3.70  0.484
H: -1.32 1.05 6.14  0.478
H: 0.02 -0.65 7.34  0.412
H: 1.52 -2.14 6.06  0.467
H: 1.66 -1.96 3.62  0.475
H: -0.25 -2.73 1.69  0.656
H: 0.48 -4.75 0.82  0.568
H: 3.89 -4.04 -0.14  0.761
H: 4.39 -1.57 -0.45  0.390
H: 3.02 -0.24 0.82  -0.209
C: -3.67 0.21 2.71  -1.467
C: -4.73 -0.39 1.77  0.217
C: -4.27 -1.77 1.30  -1.079
C: -5.01 0.52 0.59  0.948
C: -6.29 1.00 0.41  -0.921
C: -6.61 1.85 -0.64  -1.217
C: -5.60 2.23 -1.52  -1.027
C: -4.29 1.80 -1.38  -0.218
C: -3.28 2.37 -2.35  0.489
C: -2.42 3.42 -1.65  -1.824
C: -2.36 1.35 -3.03  0.153
C: -3.96 0.92 -0.30  -0.602
O: -2.78 0.45 -0.06  0.994
H: -3.53 -0.44 3.57  0.514
H: -3.98 1.19 3.06  0.596
H: -2.73 0.30 2.17  -0.406
H: -5.66 -0.50 2.33  0.892
H: -3.34 -1.68 0.76  -0.432
H: -5.02 -2.22 0.64  0.392
H: -4.13 -2.43 2.16  0.548
H: -7.07 0.71 1.10  0.437
H: -7.61 2.21 -0.78  0.378
H: -5.85 2.90 -2.33  0.415
H: -3.85 2.87 -3.14  0.774
H: -1.75 2.92 -0.94  0.000
H: -3.03 4.14 -1.11  0.516
H: -1.82 3.96 -2.38  0.613
H: -1.73 0.82 -2.26  -0.759
H: -1.69 1.86 -3.72  0.712
H: -2.93 0.61 -3.58  0.266

=====

Listing maximum force for the structures above in their given order: 0.8 2.1 2.3 6.1 2.6 eV Å⁻¹.